Molecular formula: C62H78BClF5N2O4SSeTl
Method: DFT, the ωB97M-V functional and the def2-TZVPD basis

Structure (XYZ):
```
156
Properties=species:S:1:pos:R:3
Tl -0.322 -0.683 0.195
C 6.291 3.417 0.194
C 6.493 1.980 0.700
C 7.267 1.186 -0.366
C 7.349 2.039 1.966
C 5.141 1.316 0.957
C 4.186 1.258 -0.043
C 2.960 0.645 0.167
Se 1.740 0.532 -1.293
C 1.037 2.304 -1.395
C 1.876 3.334 -1.782
C 1.398 4.622 -1.958
C 0.036 4.806 -1.716
C -0.845 3.803 -1.319
C -0.362 2.450 -1.176
O -1.119 1.415 -0.929
C -2.329 4.151 -1.130
C -2.616 5.644 -1.316
C -2.796 3.785 0.281
C -3.138 3.379 -2.179
C 2.338 5.740 -2.416
C 3.014 5.343 -3.738
C 1.598 7.060 -2.647
C 3.421 5.977 -1.355
C 2.604 0.006 1.381
O 1.489 -0.635 1.559
C 3.602 0.060 2.415
C 4.806 0.705 2.168
C 3.359 -0.626 3.764
C 3.112 -2.130 3.545
C 4.555 -0.484 4.704
C 2.154 0.009 4.467
H 7.255 3.926 0.075
H 5.676 3.988 0.896
H 5.785 3.426 -0.776
H 8.241 1.649 -0.568
H 6.706 1.142 -1.303
H 7.431 0.158 -0.029
H 8.294 2.545 1.744
H 7.582 1.038 2.340
H 6.843 2.595 2.762
H 4.396 1.668 -1.027
H 2.926 3.111 -1.955
H -0.362 5.804 -1.832
H -2.024 6.255 -0.626
H -3.674 5.825 -1.102
H -2.420 5.982 -2.340
H -2.224 4.341 1.031
H -2.651 2.729 0.479
H -3.860 4.031 0.403
H -2.821 3.662 -3.189
H -4.212 3.591 -2.081
H -2.977 2.307 -2.057
H 2.257 5.156 -4.507
H 3.607 4.431 -3.626
H 3.679 6.142 -4.090
H 0.820 6.951 -3.408
H 2.309 7.820 -2.991
H 1.132 7.426 -1.727
H 3.988 5.063 -1.160
H 2.964 6.288 -0.410
H 4.124 6.757 -1.678
H 5.537 0.724 2.966
H 3.987 -2.595 3.078
H 2.255 -2.291 2.891
H 2.924 -2.625 4.506
H 5.455 -0.955 4.294
H 4.317 -0.983 5.648
H 4.778 0.566 4.925
H 1.272 -0.084 3.847
H 2.330 1.076 4.647
H 1.973 -0.482 5.433
F -2.006 -1.001 7.636
C -1.795 -0.537 6.396
C -1.352 -1.373 5.396
F -1.117 -2.659 5.686
C -1.139 -0.886 4.121
F -0.667 -1.751 3.219
C -1.355 0.447 3.760
S -1.098 1.119 2.186
C -1.790 1.255 4.814
F -2.017 2.555 4.599
C -2.010 0.787 6.093
F -2.434 1.618 7.058
C 0.191 -0.211 -4.119
C -0.875 -1.180 -3.601
C -0.899 -2.465 -4.434
C -2.262 -0.559 -3.576
C -2.674 0.293 -4.599
C -3.954 0.820 -4.621
C -4.837 0.529 -3.591
C -4.462 -0.303 -2.543
C -5.406 -0.545 -1.376
C -5.078 0.440 -0.252
C -6.885 -0.455 -1.754
C -3.174 -0.866 -2.569
N -2.861 -1.914 -1.635
B -1.971 -2.090 -0.515
N -2.309 -3.383 0.025
C -3.345 -3.921 -0.747
C -3.653 -3.073 -1.737
C -1.801 -4.152 1.133
C -2.381 -4.006 2.399
C -1.900 -4.807 3.435
C -0.878 -5.713 3.234
C -0.330 -5.858 1.969
C -0.787 -5.102 0.896
C -0.239 -5.373 -0.497
C 1.165 -5.977 -0.473
C -1.164 -6.326 -1.273
C -3.557 -3.102 2.771
C -3.652 -1.720 2.119
C -4.879 -3.864 2.577
H 1.184 -0.596 -3.879
H 0.088 0.773 -3.650
H 0.133 -0.085 -5.205
H -0.590 -1.456 -2.587
H -1.208 -2.245 -5.462
H -1.598 -3.195 -4.012
H 0.096 -2.923 -4.464
H -1.978 0.542 -5.395
H -4.260 1.474 -5.431
H -5.825 0.978 -3.595
H -5.235 -1.550 -1.001
H -5.267 1.461 -0.590
H -4.026 0.381 0.045
H -5.697 0.244 0.631
H -7.186 0.578 -1.955
H -7.497 -0.817 -0.923
H -7.116 -1.058 -2.639
H -3.771 -4.887 -0.525
H -4.384 -3.178 -2.525
H -2.325 -4.686 4.426
H -0.497 -6.299 4.063
H 0.473 -6.570 1.816
H -0.181 -4.422 -1.025
H 1.145 -7.010 -0.104
H 1.853 -5.387 0.132
H 1.570 -6.002 -1.488
H -1.303 -7.256 -0.709
H -0.711 -6.579 -2.237
H -2.144 -5.892 -1.469
H -3.444 -2.931 3.845
H -4.059 -1.784 1.106
H -2.688 -1.207 2.072
H -4.329 -1.096 2.710
H -5.057 -4.044 1.512
H -5.719 -3.275 2.964
H -4.862 -4.829 3.092
Cl 4.126 -3.935 -3.303
C 2.665 -2.954 -2.936
C 2.339 -2.791 -1.435
O 3.209 -3.009 -0.594
O 1.150 -2.350 -1.287
H 1.822 -3.424 -3.432
H 2.823 -1.964 -3.357
```

Calculated values
- charge = -2
- HOMO (eV) = -2.504
- relative energy (zero: lowest compared OMol25 entry of this formula, charge and spin) (kJ/mol) = 61.2
- lowest unoccupied orbital energy (eV) = 3.872
- largest force on an atom (eV/Å) = 0.67
- multiplicity = 1

Results of the Mulliken charge analysis, in e, for atoms 1 through 99: Tl 4.379; C -1.720; C 2.385; C -1.784; C -2.296; C -0.170; C -0.822; C 0.596; Se -0.371; C 0.888; C -0.509; C -0.593; C -0.521; C -0.651; C -0.008; O 0.417; C 3.092; C -2.727; C -1.427; C -1.275; C 2.356; C -1.679; C -2.381; C -1.275; C -0.011; O -0.512; C -0.712; C -0.375; C 2.778; C -1.655; C -2.656; C -1.417; H 0.493; H 0.349; H 0.258; H 0.442; H 0.302; H 0.372; H 0.430; H 0.403; H 0.405; H 0.420; H -0.133; H 0.539; H 0.465; H 0.464; H 0.385; H 0.319; H -0.280; H 0.505; H 0.319; H 0.462; H -0.238; H 0.341; H 0.270; H 0.456; H 0.430; H 0.444; H 0.382; H -0.006; H 0.321; H 0.466; H 0.537; H 0.378; H -0.084; H 0.499; H 0.431; H 0.477; H 0.410; H 0.000; H 0.294; H 0.495; F -0.374; C 0.675; C -0.437; F -0.392; C -0.468; F -0.062; C 0.938; S 0.090; C -0.010; F -0.337; C 0.152; F -0.360; C -1.869; C 3.000; C -1.767; C 0.782; C -0.300; C -1.464; C -0.315; C 0.421; C 1.817; C -1.167; C -2.211; C -1.079; N 0.796; B -0.709; N 0.898

---

Molecular formula: C62H97N5O14S2
Method: DFT, the ωB97M-V functional and the def2-TZVPD basis

Structure (XYZ):
```
180
Properties=species:S:1:pos:R:3
O -4.149 0.477 7.385
N -2.959 0.384 7.298
O -2.196 0.624 8.254
C -2.304 0.002 5.984
C -0.927 0.112 5.789
C -0.298 -0.562 4.736
C -1.087 -1.238 3.838
C -2.477 -1.368 3.997
C -3.043 -0.738 5.037
H -0.346 0.679 6.502
H 0.765 -0.624 4.559
H -0.581 -1.568 2.944
H -3.058 -1.875 3.240
H -4.093 -0.807 5.281
O -4.853 -4.834 1.387
N -5.047 -5.682 0.565
O -4.179 -6.121 -0.175
C -6.419 -6.287 0.312
C -6.621 -6.966 -0.859
C -7.772 -7.651 -1.071
C -8.773 -7.569 -0.120
C -8.534 -6.860 1.115
C -7.358 -6.268 1.341
H -5.833 -7.226 -1.550
H -7.803 -8.351 -1.893
H -9.719 -8.080 -0.219
H -9.301 -6.734 1.865
H -7.287 -5.796 2.310
O 3.241 -2.928 6.464
N 3.921 -2.693 5.424
O 5.045 -2.268 5.371
C 3.264 -3.046 4.138
C 1.828 -3.329 4.168
C 1.200 -3.885 3.094
C 1.857 -4.202 2.003
C 3.156 -3.822 1.847
C 3.900 -3.203 2.910
H 1.297 -3.194 5.098
H 0.160 -4.135 3.246
H 1.436 -4.776 1.191
H 3.790 -4.123 1.026
H 4.918 -2.846 2.952
O 2.139 4.155 2.319
N 1.022 3.945 2.764
O 0.021 3.707 2.156
C 0.817 3.816 4.242
C -0.471 3.521 4.808
C -0.676 3.316 6.200
C 0.408 3.489 7.035
C 1.633 3.886 6.531
C 1.768 3.922 5.205
H -1.269 3.298 4.115
H -1.650 2.964 6.506
H 0.335 3.180 8.067
H 2.501 4.119 7.129
H 2.750 4.311 4.979
O -0.097 -0.451 -4.442
N 0.921 0.206 -4.055
O 0.950 1.440 -4.245
C 2.134 -0.531 -3.634
C 3.351 0.182 -3.303
C 4.550 -0.528 -2.930
C 4.377 -1.879 -2.711
C 3.209 -2.561 -2.893
C 2.036 -1.894 -3.330
H 3.397 1.257 -3.404
H 5.385 0.110 -2.678
H 5.298 -2.202 -2.248
H 3.148 -3.635 -2.799
H 1.134 -2.474 -3.457
O 6.101 2.159 -0.281
S 5.833 1.143 0.737
O 5.800 -0.215 0.286
C 6.682 1.410 2.357
C 5.619 1.449 3.460
C 4.296 1.037 2.830
C 4.072 1.332 1.367
H 7.107 2.379 2.097
H 7.456 0.667 2.548
H 5.899 0.857 4.331
H 5.622 2.498 3.756
H 3.607 1.502 3.534
H 4.310 0.007 3.188
H 3.714 2.353 1.237
H 3.479 0.583 0.842
O -7.109 0.705 -2.794
S -6.194 1.443 -1.971
O -6.575 1.827 -0.623
C -4.760 0.308 -1.803
C -3.578 0.956 -2.244
C -3.915 2.059 -3.181
C -5.221 2.681 -2.883
H -4.844 -0.471 -2.561
H -4.829 -0.354 -0.940
H -3.034 1.249 -1.345
H -2.845 0.311 -2.729
H -3.938 1.774 -4.232
H -3.101 2.780 -3.098
H -5.880 2.918 -3.718
H -5.114 3.450 -2.118
C 3.349 4.277 -1.167
C 3.828 4.435 -2.635
C 4.451 5.786 -2.882
C 5.933 6.099 -2.424
C 6.545 7.386 -3.016
C 6.949 7.288 -4.449
H 2.702 3.411 -1.026
H 2.548 5.013 -1.095
H 4.146 4.387 -0.431
H 4.474 3.568 -2.770
H 3.115 4.423 -3.459
H 3.823 6.532 -2.394
H 4.474 6.032 -3.943
H 6.023 6.039 -1.339
H 6.582 5.242 -2.601
H 5.849 8.209 -2.852
H 7.372 7.648 -2.356
H 7.699 6.519 -4.635
H 6.088 7.337 -5.115
H 7.641 8.103 -4.662
C -2.237 7.478 -8.461
C -2.217 5.938 -8.386
C -1.058 5.067 -7.717
C -0.699 5.673 -6.322
C -0.247 4.837 -5.120
C -1.297 3.773 -4.770
H -1.298 7.752 -8.943
H -2.318 7.854 -7.442
H -3.199 7.576 -8.963
H -3.092 5.574 -7.846
H -2.352 5.554 -9.397
H -0.189 5.285 -8.339
H -1.131 3.982 -7.802
H -0.073 6.549 -6.491
H -1.539 6.150 -5.819
H 0.641 4.213 -5.226
H -0.132 5.541 -4.296
H -1.331 2.905 -5.429
H -1.029 3.397 -3.783
H -2.292 4.217 -4.795
C 0.216 -7.636 0.097
C -1.186 -7.379 0.655
C -1.654 -8.243 1.854
C -2.741 -7.554 2.811
C -2.358 -6.311 3.777
C -3.491 -5.686 4.593
H 0.992 -7.605 0.862
H 0.483 -6.949 -0.706
H 0.330 -8.659 -0.262
H -1.336 -6.362 1.019
H -1.804 -7.469 -0.238
H -0.810 -8.543 2.475
H -2.015 -9.191 1.456
H -3.610 -7.268 2.219
H -3.247 -8.330 3.386
H -1.596 -6.623 4.491
H -1.821 -5.601 3.148
H -4.319 -6.390 4.508
H -3.112 -5.513 5.600
H -3.832 -4.723 4.214
C -1.770 -3.566 -0.550
C -0.598 -2.618 -0.204
C -0.934 -1.162 -0.082
C 0.321 -0.346 0.403
C 0.131 1.167 0.489
C 0.063 1.978 -0.846
H -1.676 -4.648 -0.468
H -2.142 -3.339 -1.549
H -2.597 -3.431 0.147
H -0.020 -3.113 0.577
H -0.077 -2.634 -1.161
H -1.869 -1.039 0.466
H -1.111 -0.689 -1.048
H 0.418 -0.645 1.447
H 1.209 -0.693 -0.126
H -0.750 1.382 1.093
H 1.052 1.586 0.895
H -0.827 1.930 -1.473
H 0.149 3.041 -0.622
H 0.893 1.732 -1.508
```

Calculated values
- HOMO (eV) = -9.940
- lowest unoccupied orbital energy (eV) = -0.936
- largest force on an atom (eV/Å) = 4.85
- multiplicity = 1

Results of the Mulliken charge analysis, in e, for atoms 1 through 99: O -0.591; N 0.959; O -0.558; C -0.309; C -0.302; C -0.976; C 0.736; C -1.399; C -0.440; H 0.679; H 0.771; H 0.146; H 0.780; H 0.494; O -0.509; N 0.924; O -0.478; C 0.075; C -0.078; C -0.522; C -0.474; C -0.493; C -0.319; H 0.381; H 0.373; H 0.375; H 0.371; H 0.401; O -0.584; N 0.985; O -0.596; C -0.384; C -0.652; C 0.053; C -0.010; C -0.939; C -0.383; H 0.591; H 0.388; H 0.574; H 0.455; H 0.521; O -0.605; N 1.095; O -0.592; C -0.327; C -0.207; C -0.734; C -0.127; C -0.845; C 0.198; H 0.425; H 0.522; H 0.413; H 0.406; H 0.402; O -0.634; N 1.021; O -0.504; C -0.453; C -0.139; C -0.644; C -0.246; C -0.710; C 0.002; H 0.502; H 0.417; H 0.325; H 0.458; H 0.548; O -0.634; S 1.175; O -0.650; C -0.864; C -0.869; C -0.012; C 0.585; H 0.451; H 0.397; H 0.453; H 0.222; H 0.311; H -0.259; H -0.243; H -0.077; O -0.655; S 1.108; O -0.665; C -1.076; C 0.135; C -0.228; C -0.802; H 0.389; H 0.673; H -0.065; H 0.072; H 0.402; H -0.095; H 0.440